Record 1
Formula: CHF3MgNO3PdS2
Source: the OMol25 dataset
Level of theory: ωB97M-V/def2-TZVPD

Geometry as XYZ:
```
13
Properties=species:S:1:pos:R:3:forces:R:3
H 2.677 -0.960 0.351 0.47 -0.37 -0.31
F 0.740 -2.451 -0.499 0.55 0.65 -0.09
S -0.102 -0.008 -1.126 -0.86 1.24 -3.82
C -0.333 -1.694 -0.375 -0.56 -1.65 2.43
S -2.365 1.384 0.087 -1.60 3.94 -0.23
O 2.360 -0.289 0.954 -8.59 -14.09 -3.23
O -2.775 2.353 1.447 1.81 -2.70 -1.94
F -1.315 -2.349 -0.977 0.23 0.98 -0.54
Mg -0.264 2.937 -0.356 -0.89 -1.40 0.61
N -1.681 0.365 -1.139 0.50 -0.85 2.28
Pd 3.120 1.047 1.292 8.17 14.28 3.58
O 0.598 1.235 -0.563 0.58 -0.15 0.98
F -0.661 -1.569 0.903 0.18 0.11 0.28
```
Positions in Å, forces in eV/Å.

Output
Charge ... +1
Spin multiplicity ... 3
Orbital gap (alpha / beta) ... 4.79 / 4.76 eV

Record 2
Formula: C4H6N2O
Source: the OMol25 dataset
Level of theory: ωB97M-V/def2-TZVPD

Geometry as XYZ:
```
13
Properties=species:S:1:pos:R:3:forces:R:3
H 1.933 0.477 -1.036 -1.08 -0.28 0.02
H -0.379 -1.758 -1.181 0.72 0.18 -0.06
C 1.471 -0.468 -0.699 -1.47 -0.96 -0.85
C -0.385 1.734 0.571 0.77 1.49 2.05
C -1.464 -0.802 1.059 -0.61 -0.59 0.73
N -0.219 -0.753 -1.099 2.28 -0.79 0.76
N -1.888 -1.337 2.008 0.55 0.59 -0.99
C -1.080 -0.249 -0.188 0.03 0.48 -0.44
H 1.823 -1.263 -1.341 0.44 -0.08 0.01
H 1.786 -0.669 0.341 -0.83 0.03 -0.37
O -1.016 1.096 -0.346 -1.13 -0.84 -1.36
H -0.283 1.205 1.511 0.36 0.46 0.21
H -0.301 2.788 0.401 -0.03 0.32 0.30
```
Positions in Å, forces in eV/Å.

Output
Charge ... 0
Orbital gap (alpha / beta) ... 6.78 / 8.53 eV
Energy relative to the best compared isomer or geometry (same formula, charge and spin) ... 139.38 kcal/mol

Record-wise DFT total energy values, in hartree: -1742.48169, -340.57279